Entry a
CH4ClPS2 in the gas phase. Source: the OMol25 dataset; level of theory: the ωB97M-V functional and the def2-TZVPD basis.

Positions of all 9 atoms, in Å:
1 H -0.717 -1.869 0.176
2 C -0.940 -0.849 0.430
3 S 0.374 2.116 0.383
4 H 2.907 -0.803 -0.935
5 H -0.015 3.037 -0.614
6 P 0.243 0.341 -0.712
7 Cl -2.646 -0.737 -0.118
8 S 1.758 -0.935 -0.043
9 H -0.963 -0.301 1.434

Summary:
- lowest unoccupied orbital energy (eV) = 0.366
- SMILES = SP(S)CCl
- Kohn-Sham gap (Eh) = 0.3500
- highest occupied orbital energy (eV) = -9.16


Entry b
2 unconnected molecules or ions with the total composition CH4ClPS2. Source: the OMol25 dataset; level of theory: the ωB97M-V functional and the def2-TZVPD basis.

Positions of all 9 atoms, in Å:
1 P 1.628 -0.096 0.737
2 Cl -1.850 0.994 -0.712
3 H 0.910 2.271 1.448
4 S 1.239 1.894 0.218
5 C -1.998 -0.502 0.014
6 H -1.691 -1.370 -0.535
7 H 1.700 -1.956 -1.052
8 H -2.081 -0.536 1.085
9 S 2.143 -0.700 -1.204

Summary:
- lowest unoccupied orbital energy (spin up / spin down) (eV) = -0.807 / 0.067
- Kohn-Sham gap (spin up / spin down) (Eh) = 0.2728 / 0.2769
- highest occupied orbital energy (spin up / spin down) (eV) = -8.23 / -7.47


If you had to bet on the most stable structure above, which would it be? Bet on entry a.